50
Properties=species:S:1:pos:R:3 method="wB97M-V/def2-TZVPD" multiplicity=1 e_homo_ev=-15.54 total_charge=+2 orbital_gap_ev=7.82 fmax_ev_per_a=3.4
C -1.762 -1.818 -4.003
C -3.208 -1.461 -4.328
C -0.838 -1.208 -5.053
C -1.602 -3.334 -4.016
Cl -1.342 -1.189 -2.433
H -1.133 -1.583 -6.040
H 0.205 -1.486 -4.872
H -0.909 -0.117 -5.057
H -3.460 -1.879 -5.305
H -3.362 -0.383 -4.377
H -3.907 -1.872 -3.600
H -1.919 -3.707 -4.993
H -2.214 -3.818 -3.254
H -0.564 -3.634 -3.861
C -0.317 2.248 1.009
C 0.807 2.186 0.114
C 0.301 1.937 -1.214
H 1.833 2.432 0.382
C -1.132 1.825 -1.128
C -1.510 2.064 0.231
H -2.528 2.210 0.589
H -0.283 2.536 2.055
H 0.878 1.914 -2.137
H -1.815 1.746 -1.972
C 1.312 -1.673 1.211
C 2.060 -0.449 1.038
C 2.298 -0.292 -0.372
H 2.516 0.132 1.838
C 1.635 -1.352 -1.064
C 1.028 -2.213 -0.086
H 0.564 -3.181 -0.290
H 1.105 -2.166 2.159
H 2.943 0.450 -0.836
H 1.723 -1.576 -2.127
Zr -0.058 0.010 0.182
C -4.889 -1.177 2.790
C -3.450 -0.886 2.727
C -2.539 -0.559 3.741
C -1.312 -0.331 3.127
N -1.459 -0.528 1.779
N -2.766 -0.892 1.582
C -0.025 0.086 3.709
H -5.076 -2.089 3.371
H -5.424 -0.359 3.286
H -5.330 -1.312 1.796
H -2.746 -0.467 4.795
H -3.138 -1.067 0.652
H 0.446 0.911 3.148
H -0.183 0.440 4.737
H 0.694 -0.745 3.744